Here is a 12-piece molecular cluster, C52H138N10O16 overall at a distorted geometry from the Open Molecules 2025 dataset. Energies are from ωB97M-V/def2-TZVPD.

Structure (XYZ):
```
216
Properties=species:S:1:pos:R:3:forces:R:3:mulliken_charge:R:1
C -0.205497 -6.531019 -3.090542 0.118 1.077 -0.548 -1.580
C -0.085790 -6.246045 -1.612226 -0.065 0.338 -0.401 1.648
C -1.480221 -6.225252 -1.011795 0.107 0.731 -0.816 -0.873
O -1.274929 -5.933921 0.347916 0.033 0.043 -0.518 -0.148
C -2.213340 -6.495673 1.182477 0.678 -0.252 2.200 -0.957
N 0.650448 -7.309861 -0.900309 1.314 0.265 -0.659 -0.797
H 0.798536 -6.507933 -3.525912 -0.158 0.258 -0.213 0.410
H -0.876505 -5.738985 -3.606920 1.051 -1.537 0.745 0.165
H -0.528172 -7.546922 -3.194156 -0.713 -0.528 -0.460 0.505
H 0.367494 -5.216714 -1.577274 -0.295 -0.781 0.639 -0.570
H -2.078933 -7.145768 -1.244749 0.811 0.335 0.656 0.524
H -2.052543 -5.406556 -1.474485 -0.019 0.047 0.016 0.159
H -3.196174 -6.043376 1.086388 -0.290 0.010 0.054 0.315
H -1.776730 -6.345554 2.205614 -0.855 0.073 -0.570 0.192
H -2.241070 -7.575820 1.075388 -0.338 -0.294 -0.310 0.376
H 0.904607 -6.987213 0.021181 -0.511 0.173 0.477 0.166
H 1.601357 -7.449250 -1.288353 -0.886 0.070 -0.311 0.347
C -2.770987 1.369706 -6.162112 -0.990 -0.750 -0.212 -1.704
C -2.003379 1.088066 -4.885509 0.535 -0.171 -0.456 1.068
C -1.312893 -0.299115 -4.921704 -0.002 1.501 0.932 0.672
O -2.188518 -1.362437 -5.041450 -1.009 -0.293 -0.365 -0.455
C -1.581614 -2.600215 -4.768418 -0.206 -0.049 -0.750 -0.463
N -1.027119 2.171334 -4.736423 0.539 -0.046 1.188 -0.624
H -3.488797 0.542379 -6.387542 0.807 0.388 -0.016 0.283
H -2.079563 1.536120 -6.993494 -0.146 -0.194 -0.068 0.425
H -3.409986 2.244031 -6.062044 0.208 0.303 0.104 0.420
H -2.711796 1.142961 -4.077441 -0.205 -0.112 0.665 -0.544
H -0.759744 -0.422683 -3.991933 0.402 0.182 0.209 -0.343
H -0.608261 -0.215138 -5.735263 0.548 -0.416 -0.616 0.311
H -1.473566 -2.774865 -3.707171 0.115 0.041 0.596 -0.002
H -0.584130 -2.626513 -5.230132 -0.170 -0.325 -0.021 0.312
H -2.252593 -3.367520 -5.180622 0.419 0.101 0.049 0.377
H -0.534490 2.293224 -5.598739 0.264 0.122 -0.605 0.333
H -0.278138 2.034328 -4.024005 -1.018 -0.306 -0.662 0.015
C 3.195534 -5.991922 2.066112 0.092 -1.143 0.078 -0.138
C 4.071136 -5.651717 3.253674 0.509 -0.624 -0.088 0.034
C 4.793712 -4.338073 3.047887 -0.555 0.532 -0.934 -0.321
O 5.530976 -4.258120 1.819360 -0.979 1.147 1.052 -0.063
C 6.669883 -5.041624 1.754340 -0.146 -1.422 -0.594 -0.927
N 3.363911 -5.665084 4.520416 -0.166 -0.668 1.080 -0.578
H 2.517387 -6.829117 2.310091 0.368 0.216 -0.124 0.433
H 3.780549 -6.241790 1.188381 0.179 -0.192 -0.183 0.349
H 2.594124 -5.166865 1.778026 -0.717 0.974 -0.099 -0.663
H 4.886456 -6.397800 3.343035 -0.549 -0.002 0.039 0.342
H 5.399792 -4.092963 3.897723 0.667 -0.048 0.558 0.418
H 4.037812 -3.555974 2.982889 -0.074 0.237 -0.138 -0.184
H 6.306395 -6.075172 1.599933 0.662 -0.128 0.339 0.336
H 7.355483 -5.000540 2.634486 -0.425 0.232 -0.606 0.283
H 7.130244 -4.781220 0.796528 0.472 0.128 0.436 0.259
H 3.251572 -6.641521 4.841616 -0.059 1.013 -0.232 0.275
H 2.450885 -5.196127 4.578568 0.601 -0.234 -0.548 0.197
C 1.059864 -1.164700 1.390936 1.107 -1.449 0.366 -0.590
C -0.100023 -1.921023 0.771251 0.715 -0.338 0.560 0.519
C -0.440714 -1.186413 -0.492485 -0.681 -1.820 -0.683 0.038
O -1.123267 -0.052251 -0.151701 0.416 1.746 0.842 0.792
C -1.676625 0.579813 -1.273106 0.102 -1.682 -1.206 0.744
N 0.251073 -3.336338 0.524473 0.446 1.204 -0.205 0.552
H 1.446330 -1.519380 2.379122 -0.505 -0.179 -0.719 0.099
H 0.729342 -0.175455 1.555369 -0.060 1.243 -0.129 -0.369
H 1.880856 -1.242742 0.657826 -0.052 0.439 0.374 0.008
H -0.944335 -1.830262 1.440195 -0.586 -0.065 0.221 0.565
H -1.069342 -1.827641 -1.138442 -0.307 -0.128 0.121 -0.016
H 0.428578 -1.054578 -1.113679 0.806 0.594 -0.189 -0.841
H -0.937347 0.938885 -2.028829 -0.308 -0.623 0.517 -0.308
H -2.266695 1.413469 -0.996287 -0.732 0.675 0.621 0.055
H -2.300381 -0.261917 -1.659623 -0.014 1.227 -0.786 -0.546
H 0.811109 -3.618571 1.323014 -0.357 -0.491 -0.048 -0.309
H -0.573005 -3.902918 0.402609 0.007 -0.400 0.264 -0.109
C -0.821786 5.682536 0.064087 -0.382 0.380 -0.438 -1.586
C -1.633314 4.626150 0.794406 1.509 -0.795 1.980 0.821
C -0.801073 3.316104 1.072221 2.081 0.589 -0.705 0.869
O 0.327699 3.599626 1.967336 -0.994 0.448 -0.017 -0.525
C 1.280136 2.574095 2.057388 -0.161 -0.195 -0.891 -0.246
N -2.192454 5.208060 2.055284 -0.018 -0.211 -1.182 -0.708
H -0.342458 5.264919 -0.854529 -0.146 0.325 0.797 0.245
H -0.091217 6.152673 0.747525 -0.178 -0.255 -0.521 0.268
H -1.564746 6.445819 -0.264682 0.736 -0.263 0.215 0.430
H -2.435825 4.347988 0.156261 -0.924 -0.407 -0.418 0.020
H -0.335574 2.925279 0.123816 -0.488 0.484 0.430 -0.842
H -1.304744 2.473200 1.490372 -1.066 -0.285 0.328 0.319
H 1.637437 2.356955 1.048028 0.032 -0.412 -0.098 -0.400
H 0.976645 1.625985 2.527001 -0.470 0.332 -0.021 0.180
H 2.138826 2.928353 2.591045 0.377 0.455 0.513 0.465
H -1.451476 5.342409 2.724095 0.383 0.037 0.064 0.344
H -2.808384 4.522219 2.460436 -0.183 -0.315 0.143 0.212
C 3.575126 4.567751 0.030603 0.201 -1.496 -1.228 -1.057
C 5.074904 4.297562 -0.117008 0.063 -0.052 1.243 2.929
C 5.499517 3.365556 -1.222604 -0.140 -0.194 -0.790 -1.176
O 5.131449 1.999525 -1.087250 -0.028 0.401 -0.267 -0.187
C 5.695805 1.233757 -0.050513 -0.553 -0.555 -0.048 -0.148
N 5.678449 5.602660 -0.371176 -1.003 -0.367 -0.376 -0.759
H 3.428515 5.193448 0.872947 -0.353 0.791 0.758 0.680
H 2.970922 3.660120 0.177389 0.392 0.210 0.000 -0.394
H 3.219818 5.041103 -0.896801 0.058 0.092 0.358 0.343
H 5.484390 3.803954 0.796371 -0.470 0.517 -0.065 -1.549
H 6.605716 3.469572 -1.367138 -0.652 -0.104 -0.097 0.420
H 4.937453 3.688467 -2.107244 0.566 -0.040 -0.230 0.238
H 5.213897 0.256281 -0.142220 -0.311 0.143 0.319 -0.080
H 5.472528 1.678069 0.922308 0.291 -0.270 0.153 0.166
H 6.745717 0.958542 -0.173148 0.364 0.717 -0.069 0.233
H 6.651920 5.533983 -0.483378 1.430 0.102 -0.011 0.232
H 5.441526 6.287346 0.324437 0.018 0.090 0.226 0.270
C -1.507717 -2.371743 5.625664 -0.076 0.837 -1.489 -1.463
C -0.366222 -2.220003 4.612048 0.683 -0.216 -0.290 0.708
O -0.000514 -3.457911 3.905174 -1.250 0.625 0.134 -0.334
H -2.439251 -2.596735 5.084657 0.182 -0.237 0.310 0.386
H -1.690984 -1.425003 6.145664 0.216 -0.087 -0.080 0.387
H -1.251326 -3.115699 6.335487 -0.017 -0.832 0.677 0.354
H 0.580997 -2.022791 5.139634 -0.438 0.440 -0.182 0.015
H -0.588181 -1.399824 3.876508 0.289 -0.710 0.592 -0.165
H -0.783553 -3.750107 3.399377 0.513 0.161 0.299 0.153
C 4.477889 -3.892002 -1.824552 -0.163 0.179 -0.597 -1.460
C 3.474407 -3.507010 -0.766289 0.748 -0.299 1.455 1.034
O 2.364651 -2.842478 -1.315494 -0.756 -0.230 0.049 0.082
H 5.065040 -3.023943 -2.215513 -0.417 -0.721 0.385 0.249
H 3.852515 -4.281210 -2.625937 0.327 -0.183 -0.444 0.342
H 5.129540 -4.696308 -1.461243 0.067 0.343 -0.109 0.351
H 4.033090 -2.908565 -0.007376 -0.681 0.017 -0.231 0.081
H 3.156758 -4.421590 -0.214647 0.076 0.463 -0.445 -0.614
H 1.535881 -3.205355 -0.889142 0.819 0.526 -0.081 -0.321
C -4.172014 1.301970 2.645891 -0.925 0.905 -0.797 -0.938
O -3.775250 2.302163 1.693060 -1.582 0.119 -0.493 0.095
C -4.920130 2.716751 0.853193 1.635 -0.019 0.565 -0.534
C -5.592079 3.955971 1.416150 -1.129 -1.520 0.127 -1.027
N -6.472058 3.605995 2.545503 -0.533 0.339 -0.496 0.181
C -6.630566 4.702467 3.521540 -1.206 -1.076 -0.697 -0.630
C -7.764136 4.293570 4.418907 -0.918 -0.006 1.510 -0.825
O -9.058870 4.142336 3.754335 1.675 0.825 0.642 -0.260
C -10.132265 4.235737 4.672522 -1.192 -0.450 -1.341 -0.799
H -3.448931 1.331939 3.412297 1.169 -0.333 0.812 0.388
H -4.213332 0.324056 2.143671 -0.188 0.127 0.345 0.111
H -5.113151 1.619010 3.139278 0.213 -0.540 -0.524 0.187
H -5.574284 1.875110 0.681522 -0.478 -0.282 0.305 0.690
H -4.489745 2.935482 -0.115563 0.236 0.247 -0.320 0.201
H -6.233535 4.391526 0.645353 0.520 0.478 -0.276 0.335
H -4.820063 4.588630 1.781350 0.556 0.940 -0.055 0.488
H -7.384698 3.395093 2.101845 0.592 0.146 0.723 -0.086
H -6.963937 5.647609 3.127251 0.413 0.743 -0.772 0.314
H -5.680717 4.788671 4.044015 -0.141 0.244 0.312 0.427
H -7.897476 4.924034 5.327327 0.126 0.274 -0.811 0.505
H -7.487279 3.359797 4.847360 0.065 -1.297 0.289 0.347
H -11.013037 4.373768 3.978698 0.574 -0.412 1.064 0.228
H -10.122754 5.111133 5.330205 0.429 -0.030 -0.039 0.352
H -10.228968 3.303518 5.272710 -0.047 0.547 -0.262 0.285
C -9.688706 2.015935 0.596413 -0.078 3.105 1.374 -0.852
O -8.568419 2.396758 -0.164905 0.447 0.546 -0.178 -0.138
C -8.844535 2.488159 -1.555295 0.239 0.298 0.087 -0.699
C -7.547713 2.418955 -2.336024 0.754 0.593 -0.753 -0.516
N -6.848275 1.176056 -2.109055 0.762 -0.160 1.460 -0.161
C -5.651334 0.973736 -2.940526 -1.857 -1.096 0.982 -1.485
C -5.062234 -0.405304 -2.727813 -0.431 0.416 -1.486 0.094
O -4.751298 -0.531363 -1.377125 -0.035 -0.597 0.900 -0.163
C -4.356732 -1.835160 -1.025168 0.497 -0.777 0.809 -0.604
H -9.379563 2.131184 1.683075 -0.557 -0.354 -1.269 0.145
H -9.943478 1.046315 0.337696 -0.732 -2.148 -0.198 0.429
H -10.595632 2.702824 0.413738 1.220 -0.822 0.227 0.294
H -9.313865 3.461682 -1.795814 -0.192 -0.396 0.181 0.333
H -9.501909 1.651045 -1.803040 -0.045 0.057 -0.377 0.449
H -6.922213 3.363014 -2.166775 -0.588 -0.968 0.123 0.220
H -7.740396 2.416296 -3.418117 -0.450 0.315 0.175 0.448
H -6.520792 1.197083 -1.122531 -0.444 -0.381 -0.898 0.087
H -4.937178 1.694973 -2.744083 1.907 1.653 0.707 0.498
H -5.907257 1.147726 -3.952878 -0.433 -0.257 -1.291 0.733
H -4.157247 -0.413453 -3.364093 -0.101 -0.573 0.213 -0.195
H -5.790179 -1.178928 -3.093038 0.593 0.399 0.470 0.499
H -4.222206 -1.947200 0.083733 -0.001 0.658 -0.910 0.199
H -3.393933 -2.118895 -1.509650 -0.494 0.126 0.149 0.024
H -5.108157 -2.604816 -1.263327 0.001 0.317 -0.357 0.377
C 1.492767 1.814927 -1.893410 -0.233 -0.617 0.225 -0.220
O 1.474816 0.998028 -3.068929 -0.366 -0.098 0.551 -0.643
C 2.523253 0.021523 -3.110194 -1.199 0.298 1.280 -0.287
C 2.477210 -0.817138 -4.345387 -0.086 -0.387 0.131 -0.757
N 2.637956 0.038412 -5.511317 -0.752 0.121 0.031 -0.240
C 2.608433 -0.601137 -6.805791 0.165 0.975 -0.474 -0.598
C 2.874656 0.485674 -7.857429 -0.246 -0.440 0.128 -0.752
O 1.802606 1.394400 -7.986113 -0.696 1.375 -0.410 -0.216
C 2.087683 2.476057 -8.943474 2.660 -3.478 -0.278 -0.739
H 2.285260 2.543541 -1.920020 0.524 0.374 -0.245 0.524
H 1.640058 1.270139 -0.907522 -0.430 0.073 -1.201 -0.110
H 0.531181 2.345394 -1.899560 0.324 -0.092 0.249 0.191
H 2.518083 -0.539169 -2.175781 -0.493 -0.677 -0.098 0.045
H 3.417080 0.555116 -3.005761 1.832 0.901 -0.534 0.489
H 1.613067 -1.518600 -4.369863 -0.076 0.614 -0.004 -0.123
H 3.315864 -1.509351 -4.204158 0.255 0.156 -0.482 0.642
H 1.915561 0.779575 -5.535366 0.567 -0.606 0.397 0.246
H 1.709348 -1.170233 -7.063310 -0.399 0.100 0.149 0.243
H 3.422933 -1.305205 -6.919906 0.416 -0.210 0.223 0.453
H 2.990563 -0.042497 -8.799954 0.478 0.102 -0.464 0.461
H 3.774098 1.026497 -7.530731 0.069 -0.152 -0.351 0.359
H 3.106829 2.847040 -8.683127 -0.786 0.272 -0.223 0.311
H 1.356919 3.219824 -8.986516 -1.251 0.948 0.504 0.254
H 2.185081 2.004410 -9.975976 -0.173 0.569 1.041 0.265
C 8.564916 2.668122 1.832262 -0.379 0.142 -0.044 -0.407
O 7.896452 2.395127 3.047786 -0.602 -0.454 0.346 -0.348
C 6.877401 3.303298 3.459553 0.582 1.092 -0.498 0.253
C 5.972089 2.694365 4.530813 1.285 -0.503 -0.454 -0.912
N 5.434691 1.416861 4.116302 -0.047 -0.292 -1.281 0.052
C 4.456177 0.944703 5.062524 1.068 -0.127 0.705 -1.027
C 4.163874 -0.532772 5.023492 0.633 -0.301 0.560 0.106
O 3.464715 -0.857636 6.247838 0.578 -0.860 -0.823 -0.378
C 3.514466 -2.276017 6.577442 -0.965 1.397 -0.329 -0.478
H 7.847716 2.766179 0.979248 0.482 0.060 0.582 0.020
H 9.190133 1.786705 1.667399 0.012 0.240 -0.164 0.248
H 9.209148 3.569438 1.900712 -0.341 -0.310 -0.048 0.276
H 6.309456 3.667022 2.585499 0.038 -0.305 0.206 -0.416
H 7.414321 4.185974 3.879486 -0.553 -0.223 -0.055 0.467
H 5.119823 3.354975 4.749177 0.616 0.052 0.243 0.389
H 6.680250 2.498703 5.368200 -0.789 0.609 0.320 0.395
H 6.212007 0.773976 4.048948 -0.003 -0.155 -0.109 0.211
H 3.569309 1.515489 4.929400 -1.002 0.424 -0.039 0.228
H 4.850555 1.165647 6.041843 -0.154 0.021 0.960 0.425
H 5.114819 -1.127357 4.926533 -0.626 0.441 0.305 0.228
H 3.611975 -0.705536 4.112130 -0.691 -0.621 -0.222 0.067
H 3.110603 -2.362013 7.598370 0.405 -0.035 -0.383 0.237
H 4.520014 -2.647607 6.470153 0.467 -0.202 0.247 0.341
H 2.869667 -2.839783 5.899075 -0.015 -0.086 -0.041 0.063
```
Positions in Å, forces in eV/Å.

Net charge   0
Multiplicity   1
SMILES string   COC[C@H](C)N.COC[C@H](C)N.COC[C@H](C)N.COC[C@H](C)N.COC[C@H](C)N.COC[C@H](C)N.COCCNCCOC.COCCNCCOC.COCCNCCOC.COCCNCCOC.CCO.CCO
Frontier orbital gap   8.92 eV
Calculated total energy   -103812.1707 eV
E_LUMO   0.36 eV